87
Properties=species:S:1:pos:R:3:forces:R:3 method="wB97M-V/def2-TZVPD" multiplicity=1 energy_ha=-2122.79642 de_lowest_ev=2.677 total_charge=0 molar_mass_g_mol=603.7 smiles="C[C@H]1COC(=O)O1.C[C@H]1COC(=O)O1.C[C@H]1COC(=O)O1.COC(=O)OC.CCCC#N.CCCC#N.CCCC#N"
C -23.54107 11.18051 13.30458 1.465 -1.282 0.134
C -22.73076 11.18711 12.05681 -2.194 0.112 -1.877
C -23.32444 10.30486 10.88992 2.379 0.990 1.022
O -23.71038 11.28152 9.93118 -1.109 -5.028 -2.213
C -23.55785 12.44959 10.36655 -3.022 6.170 -2.707
O -24.05716 13.45961 9.82479 1.677 -2.446 1.291
O -22.89876 12.45040 11.44100 2.445 2.485 3.515
H -23.45917 10.14963 13.65364 -0.176 0.052 0.616
H -24.56081 11.38878 13.10993 -0.997 0.452 -0.095
H -23.06781 11.85517 14.00391 -0.309 0.132 0.453
H -21.70044 11.08609 12.20813 1.469 -0.569 0.337
H -24.14066 9.76124 11.26025 -1.358 -0.824 0.089
H -22.51962 9.66644 10.54318 -0.290 -0.126 -0.602
C -20.81784 6.49151 11.02254 -3.173 -1.084 -0.299
C -21.58053 7.19134 12.12712 -0.543 -1.608 -1.539
C -21.27940 6.81926 13.56820 -2.189 2.712 -0.417
O -20.33799 7.77125 13.94635 2.174 1.372 -0.211
C -20.33587 8.79256 13.01195 0.605 0.458 2.443
O -19.80920 9.86562 13.11476 0.180 -0.924 0.415
O -21.10957 8.45862 12.04147 -0.880 3.343 -1.629
H -21.11681 5.49638 11.11504 -0.248 -2.193 0.044
H -19.82045 6.50679 11.16513 3.457 0.356 0.538
H -21.05443 6.68701 9.97297 -0.207 0.879 0.401
H -22.64516 7.16618 11.91365 -0.188 0.101 0.048
H -21.01314 5.84925 13.60897 1.547 -3.184 0.674
H -22.10812 7.03764 14.23598 -0.600 -0.499 -0.142
C -14.59488 15.88525 18.02151 -1.759 -0.383 1.064
C -15.79597 14.92094 17.68639 1.949 0.964 0.821
C -16.69786 15.33815 16.56529 0.539 3.848 0.422
O -16.52750 14.47519 15.52198 -2.020 1.572 -0.821
C -15.70146 13.60444 15.91441 4.630 -3.791 -3.078
O -15.24241 12.86293 15.06754 -0.050 -0.537 1.449
O -15.22601 13.77451 17.15227 0.601 -2.009 -1.041
H -13.91290 15.94723 17.21226 0.543 -0.096 -0.875
H -14.07677 15.60764 18.92431 0.355 -0.876 0.140
H -14.88252 16.88007 18.31349 -0.710 0.625 -0.392
H -16.31282 14.51022 18.53100 -0.530 0.804 0.922
H -16.44050 16.37047 16.22182 -0.611 -0.662 0.300
H -17.66949 15.22319 16.84903 -2.866 0.609 0.866
C -16.44920 9.90675 13.94497 -2.331 -1.997 -2.206
O -16.96154 9.21062 15.07468 -1.418 -0.323 3.056
C -16.77525 9.59842 16.35551 5.082 4.548 1.683
O -15.89376 10.60294 16.73091 -5.683 -6.060 -2.158
O -17.43112 8.79996 17.27204 -0.012 1.598 -1.238
C -17.27348 9.25425 18.66248 1.430 1.838 -1.282
H -15.62241 10.43505 14.20415 2.108 2.157 0.680
H -17.26592 10.42226 13.33049 1.072 -0.284 1.500
H -16.14572 9.06526 13.29624 0.082 0.413 0.133
H -17.21483 10.35558 18.72491 -0.452 -0.443 -0.380
H -16.29215 8.97101 18.91181 1.252 -0.574 0.629
H -17.93292 8.87780 19.39924 -1.156 -0.871 -0.194
C -19.11086 12.24078 16.46471 -2.280 1.411 3.756
C -20.55147 11.71767 16.46536 -0.249 1.071 -0.921
C -20.48809 10.16614 16.48376 -3.262 2.600 -0.987
C -21.87011 9.64820 16.38188 0.223 -0.679 0.049
N -22.92452 9.19650 16.25790 0.482 0.334 0.029
H -18.62814 11.70431 15.78621 2.535 -2.179 -3.083
H -18.74527 11.93584 17.46552 0.477 0.574 -0.463
H -18.96048 13.30598 16.25659 -0.315 -0.254 0.276
H -21.05347 12.13908 15.54903 0.187 -0.875 0.681
H -21.14130 12.09938 17.30979 0.218 -0.169 -0.106
H -19.99360 9.85522 17.32098 1.053 -1.005 2.426
H -19.94898 9.84892 15.66069 1.068 -0.823 -1.837
C -18.97377 12.49200 11.96526 -0.565 1.149 0.395
C -19.76187 13.86284 11.87378 1.171 0.294 -1.057
C -20.65304 14.25681 13.04039 -0.917 0.680 1.224
C -19.94501 15.00404 14.11728 0.210 0.428 0.441
N -19.48882 15.61333 14.98993 -0.355 -0.665 -0.892
H -19.58288 11.72672 11.45460 0.531 0.114 0.547
H -18.74369 12.23563 13.01952 -0.450 -0.060 -0.568
H -17.99004 12.57304 11.49027 -0.324 0.049 -0.200
H -20.33255 13.87625 10.92235 0.075 -0.093 0.689
H -19.05368 14.72005 11.76268 -0.279 -0.752 -0.007
H -21.10907 13.42727 13.60652 0.040 -0.078 -0.594
H -21.50938 14.94195 12.77084 0.870 -0.810 -0.095
C -20.06228 5.34458 17.20312 -0.269 -0.580 0.525
C -20.21947 6.85359 17.44126 -1.887 -1.187 -0.572
C -20.48586 7.29296 18.85963 1.411 -0.662 -0.437
C -19.45486 6.93766 19.82298 1.417 -0.881 1.541
N -18.70736 6.53436 20.61971 -1.127 0.836 -1.393
H -20.38987 5.19200 16.19575 0.140 -0.333 -0.843
H -20.69505 4.63488 17.77773 0.158 0.826 0.130
H -19.04198 4.97122 17.30042 0.028 0.225 0.030
H -21.12487 7.15969 16.84360 0.932 -0.038 0.609
H -19.36852 7.30250 17.01766 1.027 0.938 -0.460
H -21.32959 6.79564 19.19927 -1.879 -1.053 0.664
H -20.74105 8.30722 18.89127 -0.048 1.730 0.216